Formula: C54H42AsBN3O5SbTl
Source: OMol25
Level of theory: wB97M-V/def2-TZVPD

As for the gap between HOMO and LUMO: 8.5 eV. The calculation puts the LUMO energy at -2.26 eV. Its multiplicity is 1. The calculation puts the largest force on an atom at 1.4 eV Å⁻¹. The total charge is +1.

```
108
Properties=species:S:1:pos:R:3:forces:R:3
Tl 0.021800 -0.315600 -0.551300 -0.16 -0.68 0.06
O 2.063600 0.736600 3.108100 -0.12 0.04 0.12
C 1.328500 0.610900 2.157100 0.01 -0.05 -0.06
N 1.650900 0.127200 0.924600 -0.44 0.00 -0.29
C 2.854800 -0.471000 0.683300 0.07 -0.03 0.04
O 3.620000 -0.957200 1.482300 0.08 0.08 -0.13
C 3.191300 -0.463900 -0.792900 0.43 -0.11 -0.17
C 4.512900 -0.639300 -1.184800 -0.14 -0.02 0.08
C 4.830200 -0.543000 -2.528500 -0.20 0.03 0.00
C 3.809200 -0.304100 -3.439200 0.04 -0.02 0.07
C 2.515600 -0.176500 -2.964600 -0.01 -0.04 -0.25
N 2.212900 -0.245400 -1.673200 0.44 0.10 0.08
C -0.103700 1.102800 2.247700 -0.22 0.16 0.39
C -0.588900 1.539000 3.476600 0.13 -0.01 -0.13
C -1.898900 1.974100 3.570200 0.03 -0.06 -0.22
C -2.693500 1.949300 2.432100 0.05 -0.02 0.00
C -2.135000 1.497900 1.251200 -0.24 0.05 -0.07
N -0.872300 1.101000 1.159200 0.15 -0.12 0.15
H 5.252000 -0.834700 -0.422900 0.04 0.02 0.04
H 5.852300 -0.644300 -2.861300 0.07 -0.03 -0.03
H 4.008700 -0.216300 -4.496200 -0.01 0.01 -0.06
H 1.686100 -0.004300 -3.639400 -0.01 0.01 -0.07
H 0.072800 1.519100 4.327900 0.09 0.01 0.03
H -2.300400 2.321800 4.510000 -0.01 0.01 0.09
H -3.724200 2.266600 2.458700 -0.07 0.03 -0.03
H -2.720900 1.443200 0.338100 -0.04 0.03 0.04
O -1.401500 -1.283600 -3.218700 0.01 0.63 -0.09
B -0.809300 -1.784600 -2.078600 -0.02 0.42 0.13
O -0.761500 -3.155500 -2.125000 0.55 -0.15 0.53
C -1.330300 -3.528000 -3.313600 -0.42 0.46 -0.84
C -1.517600 -4.785100 -3.851200 0.25 0.27 0.25
C -2.062800 -4.838600 -5.125000 -0.07 0.00 -0.07
C -2.420700 -3.687700 -5.817700 -0.06 -0.06 -0.04
C -2.270800 -2.426800 -5.259100 0.08 0.28 0.36
C -1.717800 -2.372200 -3.996000 0.10 -0.98 0.00
H -1.232400 -5.674300 -3.315900 0.06 -0.13 0.08
H -2.211800 -5.800000 -5.590300 0.00 -0.10 -0.06
H -2.818700 -3.776500 -6.816600 -0.09 -0.01 -0.06
H -2.575100 -1.528200 -5.770700 0.00 0.09 -0.14
O -0.725000 -1.600200 1.320900 -0.07 0.90 0.04
As -0.828500 -3.231300 1.436700 -0.43 -1.26 0.58
C -1.681200 -3.659300 3.135200 0.22 -0.13 -0.27
C -1.841700 -4.976900 3.552100 0.17 0.07 -0.16
C -2.649500 -5.255900 4.643000 0.08 -0.13 -0.06
C -3.312100 -4.230100 5.297600 -0.03 0.02 0.06
C -3.157100 -2.918200 4.879800 0.03 -0.03 -0.01
C -2.338000 -2.631600 3.799900 0.25 0.29 -0.23
C 0.964100 -3.978300 1.247500 -0.53 0.03 0.15
C 1.550300 -4.671000 2.298100 -0.25 -0.04 0.14
C 2.880200 -5.052500 2.216200 0.04 -0.03 0.01
C 3.630200 -4.727100 1.098900 -0.05 -0.02 -0.05
C 3.048600 -4.023000 0.056000 -0.06 0.04 -0.10
C 1.717500 -3.645700 0.129300 -0.16 0.16 -0.26
C -2.239400 -3.808300 0.214500 0.30 0.05 0.23
C -3.184200 -2.834400 -0.083100 0.23 0.32 0.20
C -4.242500 -3.124800 -0.923700 -0.07 -0.08 -0.09
C -4.358200 -4.399500 -1.457100 -0.07 -0.02 -0.06
C -3.443200 -5.385000 -1.122500 0.00 -0.03 0.01
C -2.379200 -5.092500 -0.284100 0.17 0.05 0.18
H -1.333800 -5.774400 3.018700 -0.10 -0.07 0.08
H -2.769600 -6.276500 4.975600 -0.01 -0.06 0.02
H -3.952400 -4.455800 6.138000 -0.03 -0.01 0.05
H -3.679900 -2.122600 5.390300 0.00 0.06 0.03
H -2.192600 -1.610200 3.459300 -0.07 -0.06 0.03
H 0.975500 -4.898600 3.187400 0.03 -0.02 0.01
H 3.331500 -5.602400 3.028400 0.02 0.00 0.08
H 4.668500 -5.018900 1.039100 0.05 -0.01 0.01
H 3.633000 -3.762400 -0.817100 0.00 0.02 0.01
H 1.264800 -3.081200 -0.682500 0.10 -0.17 0.03
H -3.071300 -1.839700 0.339100 -0.02 -0.04 -0.03
H -4.976700 -2.365500 -1.159400 0.03 0.02 -0.02
H -5.162600 -4.623500 -2.141200 -0.11 -0.05 -0.01
H -3.553900 -6.380800 -1.524200 0.00 -0.09 -0.05
H -1.651200 -5.848600 -0.024700 0.04 -0.15 -0.07
C 1.285400 3.410600 -6.250600 0.03 0.01 -0.01
C 1.055400 4.297000 -5.212600 0.06 0.07 -0.05
C 0.339100 3.891500 -4.100300 -0.09 0.10 0.15
C -0.161000 2.600800 -4.025600 -0.24 -0.29 0.63
C 0.079300 1.709800 -5.061500 -0.11 -0.14 0.01
C 0.794800 2.117600 -6.174900 0.02 -0.09 -0.11
Sb -1.153100 1.961200 -2.215000 -0.43 1.20 -0.67
C -1.486300 3.938300 -1.420600 0.21 -0.67 -0.11
C -0.887200 4.366400 -0.246400 0.11 -0.15 0.05
C -1.122200 5.649500 0.222400 0.06 0.10 0.13
C -1.949700 6.505700 -0.483600 0.02 0.01 0.02
C -2.538900 6.082200 -1.664300 -0.05 0.07 -0.05
C -2.306700 4.802600 -2.130800 -0.06 -0.06 -0.14
C -3.187000 1.767800 -2.918400 0.62 -0.12 0.26
C -4.221200 2.226700 -2.115700 0.09 0.04 0.14
C -5.529800 2.150900 -2.556400 -0.12 0.01 0.07
C -5.812700 1.600100 -3.794400 -0.05 -0.03 -0.03
C -4.784700 1.118200 -4.586400 -0.01 -0.05 -0.13
C -3.473500 1.201200 -4.148300 0.10 0.00 -0.06
H 1.852400 3.724100 -7.113100 0.04 0.03 -0.11
H 1.435200 5.306000 -5.264000 0.05 0.09 -0.02
H 0.160000 4.584600 -3.289900 0.06 0.08 -0.02
H -0.297900 0.695400 -5.000300 0.02 -0.09 -0.06
H 0.973300 1.425300 -6.984000 0.01 -0.08 -0.08
H -0.228500 3.702400 0.300900 0.01 0.02 0.07
H -0.654300 5.982000 1.137500 0.04 0.02 0.07
H -2.129800 7.505900 -0.122400 -0.02 0.11 0.07
H -3.176800 6.747200 -2.225300 -0.07 0.10 -0.05
H -2.760500 4.467000 -3.053400 -0.08 0.08 -0.07
H -4.004200 2.683000 -1.157400 -0.05 0.05 0.03
H -6.325800 2.533000 -1.935600 -0.10 0.03 0.05
H -6.832300 1.551800 -4.143000 -0.11 -0.02 -0.04
H -5.001400 0.688200 -5.553500 -0.03 -0.03 -0.08
H -2.667200 0.848700 -4.774700 0.02 -0.06 -0.13
```
Forces are in eV/Å.